# C34H33ClFN2O7Pt

A molecular structure, C34H33ClFN2O7Pt (ωB97M-V/def2-TZVPD, the Open Molecules 2025 dataset).

## Properties
- energy relative to the best compared isomer or geometry (same formula, charge and spin) (eV) = 0.524
- E_HOMO (spin up / spin down) (eV) = -4.405 / -5.541
- multiplicity = 3
- lowest unoccupied orbital energy (spin up / spin down) (eV) = 2.1 / 1.3
- <S²> = 2.018
- charge = -1

```
79
Properties=species:S:1:pos:R:3:forces:R:3
Pt 0.447 -0.085 0.211 0.7 -0.1 0.2
O -1.487 -0.857 -0.472 -0.1 0.2 -0.1
C -2.564 -0.920 0.116 0.1 -0.2 0.0
C -2.818 -0.867 1.530 0.0 0.1 0.0
C -4.093 -1.250 1.947 -0.1 0.0 0.0
C -4.423 -1.270 3.279 0.0 0.0 0.0
C -3.483 -0.866 4.253 0.0 0.0 0.0
C -2.248 -0.448 3.876 0.0 0.0 0.0
C -1.835 -0.425 2.493 0.0 0.0 0.0
O -0.687 -0.012 2.197 -0.1 -0.1 0.0
N -5.739 -1.699 3.684 0.0 -0.1 0.0
O -6.553 -1.986 2.818 0.0 0.0 0.0
O -5.980 -1.763 4.882 0.0 0.0 0.0
H -3.462 -1.069 -0.508 0.0 -0.1 0.0
H -4.832 -1.553 1.217 0.0 0.0 0.0
H -3.774 -0.891 5.294 0.0 0.0 0.0
H -1.519 -0.118 4.604 0.0 0.0 0.0
C 1.174 -2.812 2.459 0.0 0.0 0.0
C 2.355 -2.069 3.093 0.0 0.1 0.0
C 1.908 -0.975 4.065 0.1 0.0 -0.1
C 3.381 -1.633 2.049 0.0 0.0 0.0
C 4.557 -2.381 2.025 0.0 0.0 0.0
C 5.586 -2.117 1.139 0.0 0.0 0.0
C 5.423 -1.108 0.210 0.0 -0.1 0.0
C 4.260 -0.348 0.171 0.0 0.0 -0.1
C 4.114 0.689 -0.926 0.0 0.0 -0.1
C 5.180 1.785 -0.836 0.0 0.0 0.1
C 4.166 -0.008 -2.290 0.0 0.0 0.1
C 3.251 -0.579 1.118 0.0 -0.1 0.1
N 2.154 0.341 1.147 -0.4 -0.1 -0.1
C 2.427 1.540 1.800 0.1 0.0 0.1
C 3.635 1.757 2.491 0.0 -0.1 0.0
C 3.939 2.960 3.101 0.0 0.0 0.0
C 3.040 4.016 3.059 0.0 0.0 0.0
C 1.832 3.834 2.404 0.0 0.0 0.0
C 1.536 2.627 1.804 -0.1 0.0 0.0
F 0.344 2.539 1.202 0.1 0.0 0.0
H 0.402 -3.007 3.207 0.0 0.0 0.0
H 1.506 -3.769 2.049 0.0 0.0 0.0
H 0.725 -2.239 1.649 0.0 0.0 0.0
H 2.887 -2.807 3.700 0.0 0.0 0.0
H 1.276 -0.237 3.586 -0.1 0.1 -0.1
H 2.772 -0.472 4.504 0.0 0.0 0.0
H 1.331 -1.428 4.876 0.0 0.0 0.0
H 4.666 -3.189 2.740 0.0 0.0 0.0
H 6.497 -2.701 1.167 0.0 0.0 0.0
H 6.207 -0.908 -0.510 0.0 0.0 0.0
H 3.137 1.163 -0.825 0.0 0.0 -0.1
H 6.177 1.388 -1.042 0.0 0.0 0.0
H 5.192 2.246 0.154 0.0 0.0 0.0
H 4.972 2.565 -1.572 0.0 0.0 0.0
H 5.015 -0.693 -2.344 0.0 0.1 0.0
H 4.277 0.727 -3.085 -0.1 0.1 -0.1
H 3.253 -0.574 -2.469 0.0 0.0 0.0
H 4.350 0.948 2.542 0.0 0.0 0.0
H 4.887 3.069 3.613 0.0 0.0 0.0
H 3.275 4.967 3.517 0.0 0.0 0.0
H 1.093 4.621 2.344 0.0 0.0 0.0
C 4.104 1.786 -6.045 0.0 0.0 0.0
C 3.627 2.849 -5.093 0.0 0.0 0.0
C 4.350 4.021 -4.930 0.0 0.0 0.0
C 3.909 5.008 -4.065 0.0 0.0 0.0
Cl 4.855 6.466 -3.877 0.0 0.0 0.0
C 2.743 4.847 -3.345 0.0 0.0 0.0
C 2.006 3.678 -3.491 0.0 0.0 0.0
C 2.444 2.682 -4.357 0.0 0.0 0.0
O 1.789 1.510 -4.558 0.1 -0.1 0.0
C 0.501 1.325 -3.978 0.0 0.0 0.0
C 0.466 1.162 -2.441 -0.3 -0.1 -0.1
O -0.059 2.062 -1.783 0.0 0.0 0.0
O 0.905 0.049 -2.003 0.0 0.1 0.1
H 5.192 1.717 -6.028 0.0 0.0 0.0
H 3.801 2.022 -7.068 0.0 0.0 0.0
H 3.687 0.815 -5.790 0.0 0.0 0.0
H 5.272 4.161 -5.480 0.0 0.0 0.0
H 2.412 5.615 -2.661 0.0 0.0 0.0
H 1.114 3.531 -2.898 0.0 0.0 0.0
H 0.137 0.401 -4.425 0.0 0.0 0.0
H -0.156 2.155 -4.251 0.0 0.0 0.0
```
Forces are in eV/Å.

***

# C5H10N2

A molecular structure, C5H10N2 (ωB97M-V/def2-TZVPD, the Open Molecules 2025 dataset).

## Properties
- energy relative to the best compared isomer or geometry (same formula, charge and spin) (eV) = 5.268
- E_HOMO (eV) = -8.268
- lowest unoccupied orbital energy (eV) = 1.1

```
17
Properties=species:S:1:pos:R:3:forces:R:3
C 0.313 -1.416 1.035 -1.3 3.1 4.7
C -1.240 -0.799 0.700 -0.1 0.5 -0.5
C -0.655 -0.142 -0.570 0.2 2.4 4.0
C 0.638 1.109 -1.537 -0.1 2.5 0.9
C 0.462 0.743 0.142 1.4 -1.8 -4.4
H 0.320 -1.582 2.176 0.0 0.0 -1.5
H 0.711 -2.302 0.633 -0.2 -1.1 -1.3
H -2.192 -1.405 0.560 1.7 -0.2 0.3
H -1.567 0.046 1.433 1.0 -1.6 -0.9
H -0.111 -0.929 -1.021 0.4 -0.6 -1.2
H -1.286 1.716 -1.061 -0.2 0.2 0.2
H 0.915 2.252 -1.573 -0.5 -2.2 -0.8
H 1.258 0.427 -2.347 -1.8 1.6 2.5
H 0.256 1.618 0.760 -0.7 0.3 -0.6
H 1.874 -0.031 1.429 3.2 1.2 3.8
N -0.943 0.897 -1.539 1.4 -0.3 -2.0
N 1.248 -0.202 0.778 -4.2 -4.0 -3.3
```
Forces are in eV/Å.

***

# C5H11O2

2 unconnected molecules or ions with the total composition C5H11O2 (ωB97M-V/def2-TZVPD, the Open Molecules 2025 dataset).

## Properties
- energy relative to the best compared isomer or geometry (same formula, charge and spin) (eV) = 1.677
- E_HOMO (eV) = -3.312
- lowest unoccupied orbital energy (eV) = 3.6
- charge = -1

```
18
Properties=species:S:1:pos:R:3:forces:R:3
C 0.508 -1.980 3.258 0.6 2.4 -2.9
C 1.495 -0.789 2.714 0.1 -2.2 -0.1
H 0.933 -2.623 3.957 1.2 -1.3 1.0
H -0.351 -1.553 3.771 -0.3 0.2 -0.5
H 0.254 -2.481 2.304 -0.4 -0.3 1.0
H 1.533 -0.093 3.518 0.0 1.2 0.2
H 1.058 -0.381 1.743 0.8 -0.3 1.5
H 2.600 -1.145 2.606 -2.1 0.4 -0.2
C -0.421 -0.398 -1.136 -0.3 1.8 -1.7
C 0.691 -0.498 -2.212 -2.5 -2.4 -1.1
C -0.860 1.075 -1.133 1.1 1.2 2.3
O -0.795 1.714 -2.160 0.0 0.6 -4.1
O -1.156 1.647 -0.078 -0.8 -0.6 2.7
H -1.435 -0.775 -1.312 0.5 -1.2 -0.5
H -0.034 -0.734 -0.219 0.1 -0.3 1.5
H 0.465 -1.567 -2.696 1.7 2.0 0.7
H 1.653 -0.269 -1.747 0.1 -0.7 -0.3
H 0.454 0.275 -2.965 0.2 -0.5 0.3
```
Forces are in eV/Å.

***

# C2H6O2Si2

A molecular structure, C2H6O2Si2 (ωB97M-V/def2-TZVPD, the Open Molecules 2025 dataset).

## Properties
- energy relative to the best compared isomer or geometry (same formula, charge and spin) (eV) = 0.891
- E_HOMO (eV) = -10.179
- lowest unoccupied orbital energy (eV) = -0.2

```
12
Properties=species:S:1:pos:R:3:forces:R:3
C -1.688 -0.991 -0.822 0.1 0.2 0.2
C -1.359 -0.545 0.385 0.1 0.6 0.7
O 0.923 1.096 1.576 2.0 -0.2 0.6
O 1.428 0.307 -0.872 -2.2 0.2 -0.5
Si 2.366 0.578 0.321 -1.2 1.0 2.6
Si -0.270 0.966 0.603 0.6 -1.8 -3.1
H -2.278 -1.883 -0.962 -0.1 -0.1 0.0
H -1.354 -0.490 -1.713 0.1 0.1 -0.3
H -1.704 -1.087 1.259 0.0 -0.1 0.0
H 3.155 1.796 0.374 0.4 0.2 -0.1
H 2.929 -0.499 1.108 0.4 -0.4 0.1
H -0.715 2.148 -0.106 -0.3 0.4 0.0
```
Forces are in eV/Å.

***

# C13H30ClLi2N2O7

A molecular structure, C13H30ClLi2N2O7 (ωB97M-V/def2-TZVPD, the Open Molecules 2025 dataset).

## Properties
- E_HOMO (eV) = -3.848
- lowest unoccupied orbital energy (eV) = 2.4
- charge = -1

```
55
Properties=species:S:1:pos:R:3:forces:R:3
Li -0.867 -2.439 -3.944 -0.4 -0.2 1.3
Li 0.321 -1.802 -1.434 -0.8 -0.1 -0.2
Cl 1.380 -2.900 -3.160 -0.1 0.1 -0.2
C -2.557 -1.974 -2.127 -0.7 -0.4 -0.2
O -3.597 -1.696 -1.481 0.6 -0.1 -0.3
O -1.445 -1.265 -1.951 0.8 -0.1 -0.4
O -2.492 -2.943 -3.010 0.6 0.7 -0.1
C -3.338 1.250 4.249 -0.1 -0.1 -0.4
O -3.400 0.890 2.893 0.0 0.1 0.0
C -2.421 -0.083 2.576 -0.2 -0.7 0.7
C -2.447 -0.447 1.118 0.6 0.1 -0.2
N -1.673 0.463 0.274 0.1 -0.2 0.1
C -2.253 1.784 0.165 -0.4 0.1 0.4
C -1.567 2.576 -0.911 -0.4 0.0 -0.5
O -0.370 3.142 -0.428 0.2 0.2 0.0
C 0.334 3.826 -1.439 0.0 -0.2 0.2
H -2.413 1.804 4.445 0.0 0.0 0.2
H -3.392 0.346 4.870 0.1 0.1 0.2
H -4.199 1.880 4.459 0.0 0.1 0.1
H -2.629 -0.995 3.175 -0.2 0.2 -0.2
H -1.427 0.232 2.936 0.0 0.3 -0.4
H -3.470 -0.561 0.748 -0.1 -0.1 0.1
H -1.963 -1.424 1.028 -0.2 0.0 -0.1
H -1.641 0.013 -0.656 -0.2 -0.1 0.0
H -2.172 2.296 1.131 0.1 0.1 -0.1
H -3.339 1.760 -0.037 0.1 -0.2 -0.2
H -2.233 3.363 -1.305 0.1 0.1 0.2
H -1.384 1.906 -1.769 0.2 0.1 0.1
H 0.691 3.120 -2.199 -0.1 0.2 -0.1
H 1.195 4.304 -0.975 0.0 0.0 0.0
H -0.297 4.597 -1.900 0.0 0.0 -0.1
C 5.233 1.495 -1.843 -0.1 0.3 -0.1
O 3.835 1.555 -1.700 0.3 0.3 0.2
C 3.305 0.391 -1.126 -0.4 -1.0 -0.4
C 1.870 0.671 -0.763 -0.1 0.1 0.5
N 1.160 -0.492 -0.201 0.0 0.9 0.3
C 1.859 -1.173 0.882 0.2 -0.7 -0.5
C 0.952 -2.255 1.483 -0.1 0.6 0.2
O 0.176 -2.869 0.471 0.0 0.0 0.1
C 0.525 -4.203 0.180 0.8 -0.3 -0.4
H 5.515 0.690 -2.529 0.2 0.0 0.1
H 5.736 1.375 -0.877 0.0 -0.2 0.0
H 5.554 2.455 -2.252 0.0 -0.1 -0.1
H 3.869 0.044 -0.250 0.2 0.4 0.1
H 3.333 -0.451 -1.840 0.1 0.1 0.0
H 1.323 0.988 -1.651 0.0 0.0 0.0
H 1.850 1.516 -0.057 0.0 0.0 -0.1
H 0.290 -0.078 0.177 -0.1 -0.3 -0.1
H 2.243 -0.501 1.662 0.0 0.0 0.1
H 2.705 -1.711 0.430 0.1 0.2 0.2
H 0.264 -1.813 2.215 -0.1 0.0 -0.2
H 1.564 -2.986 2.019 0.0 -0.1 0.0
H 0.641 -4.803 1.089 -0.4 0.0 0.0
H 1.487 -4.267 -0.356 -0.2 0.2 0.1
H -0.222 -4.601 -0.502 -0.2 0.0 0.2
```
Forces are in eV/Å.

***

no.,strongest force on any atom (Eh/bohr)
1,0.0134
2,0.1298
3,0.0797
4,0.0716
5,0.0271